The following is a quantum chemistry calculation of a structure of composition C45H64ClN4O4Ti in a non-equilibrium geometry, from the OMol25 dataset.

Properties
HOMO energy (alpha / beta) in Eh: -0.08158 / -0.18261
Orbital gap (alpha / beta) in eV: 4.51 / 7.25
Expectation value of S²: 2.0228
ΔE to the lowest compared entry with this formula, charge and spin in kcal per mole: 10.2
F_max in Eh/bohr: 0.09623
Calculated total energy in eV: -97495.6669
Charge: -1
Multiplicity: 3

```
119
C45H64ClN4O4Ti (wB97M-V/def2-TZVPD)
C -0.12 -4.13 -4.17
C -4.89 2.82 2.72
H -4.55 2.80 5.52
C 4.42 -0.43 -0.55
H -1.27 3.21 1.69
C -4.32 1.72 3.65
Cl 3.68 1.32 4.98
C -2.91 1.30 -6.09
C 6.74 -1.28 -0.92
C 1.98 3.99 1.95
C 0.50 -1.89 4.05
H -5.87 3.23 3.03
H -1.01 -3.80 -1.64
C -1.28 -3.19 2.87
C -3.74 2.41 4.92
H 1.39 1.84 -2.15
H -1.38 -2.36 -5.01
C -5.41 0.59 3.99
O -0.09 -0.95 1.10
H 6.91 -3.36 -0.33
H -3.26 1.66 5.51
H 0.20 -5.16 -4.14
H 5.36 3.23 -1.12
C 4.99 -2.75 -0.05
C -0.12 -1.78 -3.41
H -1.14 0.12 -7.54
H 5.06 0.84 3.13
H -3.63 1.37 -6.88
H -3.47 -2.11 -5.59
H -2.11 1.70 -0.77
C 0.03 3.02 -0.12
H -1.42 -1.65 -6.94
H -0.02 4.06 3.95
C -1.09 -1.56 -4.35
C 3.08 0.02 2.67
N 0.04 1.63 -0.58
H 2.43 -2.66 -4.06
C -1.55 -0.28 -4.74
H 0.95 3.47 -0.36
C -1.29 1.03 -0.41
H 0.03 -3.80 -5.17
H -1.80 -1.35 5.64
C -1.02 -0.29 1.67
C -0.17 0.61 -3.01
H -1.38 -3.13 5.36
C 4.01 1.12 3.22
H -1.34 1.88 -4.25
C -0.99 -1.94 3.64
C -1.83 -0.65 -7.16
H 2.58 -2.70 1.04
C -3.17 1.08 2.89
O 3.36 -1.14 2.96
C -1.46 -0.65 2.99
C 5.76 -0.15 -0.91
H 3.05 2.54 -0.47
H -5.81 0.24 3.03
C 3.83 1.80 -0.58
H -3.11 3.26 4.63
C -1.10 0.79 -3.97
H -4.62 -0.73 -6.17
C -2.48 -0.16 -5.87
H -2.88 -2.42 4.73
H 3.81 2.11 2.82
C 0.51 3.14 3.60
H 7.09 1.48 -1.41
H 0.56 -4.61 -1.45
C -1.72 0.73 1.01
H 2.41 -2.44 -2.36
O 2.20 0.48 1.91
H 0.29 -2.81 -1.04
H 0.74 -0.94 4.55
C 0.26 -0.66 -2.59
H -6.27 1.01 4.55
H -3.37 1.66 -5.21
H -1.23 -4.31 -3.88
C -2.46 0.06 3.58
C 6.06 1.19 -1.17
N 3.39 0.51 -0.40
H -5.01 -0.28 4.55
H -1.35 0.10 -0.96
O 1.07 -0.78 -1.59
C 1.98 -3.08 -3.18
C 6.33 -2.51 -0.40
H -0.18 2.74 -2.44
C 0.10 -3.62 -1.71
H 7.74 -1.12 -1.21
H -0.47 4.57 1.32
H 1.39 2.84 4.16
H -1.98 1.87 -6.32
H 0.70 -2.75 4.68
H -0.26 2.40 3.85
H 2.27 -4.12 -2.97
C 4.02 -1.79 -0.17
H -3.30 2.10 1.07
H -2.31 -3.43 2.76
H -3.02 -0.37 4.41
H -0.84 -3.99 3.43
H -0.68 3.55 -0.79
C 0.30 1.72 -2.11
H -5.03 2.53 1.70
H -4.02 -0.96 -4.53
H -0.95 -3.21 1.80
H -4.19 3.66 2.62
H 4.68 -3.73 0.18
Ti 1.43 -0.05 0.18
H -2.65 -0.88 -8.00
C -3.75 -1.05 -5.57
C -2.74 1.40 1.64
H 2.25 -2.58 -0.54
H 2.78 3.57 2.57
N 2.63 -2.01 0.23
C 5.11 2.10 -0.94
H 1.16 -2.00 3.23
C 0.48 -3.14 -3.16
H 1.81 5.01 2.30
C -1.82 -2.21 4.93
C -0.27 3.45 1.31
N 0.80 3.12 2.22
H 2.26 4.04 0.88
```

Results of the Mulliken charge analysis, in e, for atoms 1 through 6:
1. C -2.43
2. C -1.96
3. H 0.49
4. C 0.29
5. H -0.22
6. C 1.39

The following is a quantum chemistry calculation of a structure of composition C45H64N5O4SW, from the OMol25 dataset.

Properties
HOMO energy (alpha / beta) in Eh: -0.37019 / -0.36972
Orbital gap (alpha / beta) in eV: 7.09 / 7.00
ΔE to the lowest compared entry with this formula, charge and spin in kcal per mole: 9.2
F_max in Eh/bohr: 0.01714
Calculated total energy in eV: -76003.3743
Charge: +1
Multiplicity: 1

```
120
C45H64N5O4SW (wB97M-V/def2-TZVPD)
H 2.51 0.30 1.64
H -1.00 -1.12 5.84
H -2.12 -5.18 2.74
O -0.04 -1.92 -0.18
H 2.79 -3.12 5.34
H 0.58 -4.18 -0.48
H 0.18 -3.22 -2.16
C -0.24 -3.46 -4.26
H -0.25 4.94 2.97
H 0.92 -5.46 0.68
W -0.43 -0.33 -1.15
C 1.39 3.63 0.30
C 0.00 2.56 -1.35
H 0.49 -0.18 5.72
H -0.53 4.35 -4.11
C -3.30 0.27 -0.04
H -0.84 2.61 -3.97
C 0.19 -2.08 1.17
H 1.08 -5.09 -2.66
H 2.28 3.61 0.93
H -2.07 3.68 -4.66
H 2.39 1.40 -1.77
H -0.34 -5.70 -0.54
C 0.06 -1.12 6.08
C -4.98 1.30 1.33
H -2.70 1.81 -2.36
H -0.47 -4.11 3.76
C -0.54 -0.76 -4.16
S -2.80 -0.68 -1.40
C -1.35 -5.51 2.04
C 1.14 2.56 -0.54
H -0.51 -5.91 2.61
C 0.54 4.73 0.33
C 2.26 -2.28 5.79
C -3.98 1.91 2.09
C -3.04 2.84 -2.26
H 2.99 5.72 1.20
N -2.37 0.85 0.74
H 2.46 0.08 -4.10
C 1.10 -1.21 3.21
H -2.69 -4.84 -0.07
N -0.22 -1.41 -3.03
C 0.77 -2.33 5.45
H -0.90 -3.67 5.89
C 0.12 -4.96 0.13
H 2.73 -1.36 5.44
H 1.47 4.53 2.90
C -0.58 -2.77 -5.42
H 2.76 -3.50 -3.80
C 0.81 5.88 1.31
H 0.34 -3.59 7.14
H -1.78 6.01 -2.69
C -0.81 3.69 -1.45
C 0.92 -1.09 1.84
C -0.72 -1.40 -5.37
C 2.91 -0.91 -4.19
H 3.59 -0.62 0.23
H -2.88 -3.43 0.97
H 0.00 7.78 1.91
C -2.18 -3.96 0.32
C -0.22 7.00 1.18
H 2.36 -1.46 -4.94
H 4.50 -1.40 -1.65
H 3.95 -0.79 -4.55
H -0.20 7.46 0.19
H 2.40 -2.33 6.87
C -4.64 0.49 0.28
C -0.09 -3.26 3.22
C -0.05 -2.74 -3.10
H -1.95 -3.30 -0.52
C 0.58 -2.27 3.93
C 3.32 -2.97 -3.04
H -3.04 5.46 -1.57
C 1.52 0.14 1.20
H 3.06 1.72 -0.16
H -5.39 0.02 -0.34
H -3.26 5.30 -3.31
H 4.39 -3.01 -3.32
H -0.76 -3.34 -6.33
H -1.82 2.07 2.29
N 0.52 -5.58 -3.34
C 0.75 5.33 2.74
C -2.52 5.24 -2.51
H 0.97 6.13 3.46
H 2.44 -1.86 -0.27
H 0.17 -1.14 7.17
C -0.15 -4.96 -4.33
H -1.15 5.62 -0.61
H -3.47 2.98 -1.26
C 2.15 1.46 -0.71
H -3.84 2.99 -2.99
H -4.21 2.56 2.92
C 0.17 -3.60 6.06
H -6.02 1.48 1.56
C 2.20 6.46 1.04
O -0.26 1.39 -2.02
H 3.81 0.10 -2.18
C 3.54 -0.90 -1.85
C 2.83 -0.86 -0.51
H 0.61 -6.58 -3.39
H 2.39 7.30 1.72
N 2.84 -1.61 -2.92
H 3.21 -3.49 -2.08
H -1.77 -6.33 1.45
H -0.98 -0.82 -6.24
C -0.92 -4.38 1.09
O -0.69 -5.55 -5.24
N 1.70 0.11 -0.28
C -1.91 3.84 -2.51
H 0.91 1.01 1.43
H -0.67 0.31 -4.07
O -1.04 0.65 0.53
C -2.67 1.66 1.77
C -1.29 3.60 -3.90
H 2.28 6.82 0.02
H 0.65 -4.50 5.66
H 1.66 -0.43 3.72
C -0.29 -3.21 1.84
C -0.52 4.74 -0.57
H -1.24 6.65 1.37
```

Results of the Mulliken charge analysis, in e, for atoms 1 through 6:
1. H 0.98
2. H 0.35
3. H 0.46
4. O 1.35
5. H 0.36
6. H -0.46

The following is a quantum chemistry calculation of a structure of composition C45H65BrCl6F3KN5O7 in a non-equilibrium geometry, from the OMol25 dataset.

Properties
HOMO energy in Eh: -0.10498
Orbital gap in eV: 1.86
ΔE to the lowest compared entry with this formula, charge and spin in kcal per mole: 162.6
F_max in Eh/bohr: 0.16933
Calculated total energy in eV: -239142.0625
Charge: -1
Multiplicity: 1

```
133
C45H65BrCl6F3KN5O7 (wB97M-V/def2-TZVPD)
H -0.86 4.55 -1.24
H -2.83 -5.00 -5.21
Cl 4.73 4.23 1.92
H -0.60 -1.41 -4.34
H -1.13 1.25 -6.41
H -3.90 2.15 -2.44
H -4.81 2.65 -0.75
Cl 5.99 1.84 -5.79
H -2.53 3.95 -2.70
C -4.46 -3.63 9.66
Cl 4.30 1.22 -3.50
K 0.51 -1.20 2.13
H -2.19 -0.58 -4.15
C -1.56 -0.12 -1.13
H -1.27 2.57 -5.40
H 0.81 3.92 0.71
C 5.37 -0.04 0.00
C -3.55 -2.58 7.15
C 5.03 -1.58 -0.10
C -4.54 2.21 0.25
O -4.84 -4.07 10.72
C 4.25 0.82 0.73
H -6.17 -1.67 4.46
H -2.65 1.13 -3.22
C -3.21 -2.83 9.56
H -2.73 -2.45 -2.24
H -1.53 3.24 -0.22
Cl 7.04 0.28 -3.57
C -1.72 4.85 -8.30
H -4.40 -1.34 4.63
C -1.87 3.05 -2.48
H 3.84 2.47 -0.78
O 6.47 -0.20 5.58
C -1.41 -1.17 -3.58
H 0.20 -3.61 4.03
C 2.64 -3.52 2.62
N -2.09 -1.66 2.59
H -0.56 0.72 -2.85
H 5.60 -0.60 5.46
H 6.87 -2.09 -1.34
C 0.90 4.33 -9.09
C 1.38 3.39 -0.10
F -2.40 -3.27 -4.16
O -3.17 -2.13 6.09
H 5.55 0.35 -1.05
H 0.40 1.71 -1.14
H 3.00 0.91 -1.11
H 0.03 3.59 -10.92
O 0.93 -4.69 -0.13
H 4.31 -1.71 -0.96
C -0.20 -2.94 1.05
H -5.50 1.75 0.64
H -1.88 -1.76 8.31
H 2.19 4.07 -0.51
H 6.93 4.65 2.67
H -0.48 1.19 -4.87
C -1.47 4.29 -9.55
H 5.29 -0.27 -5.02
C -2.18 -0.86 1.36
H 6.82 -2.56 1.78
H 1.33 -5.16 2.74
C -1.03 3.43 -1.20
H 3.69 0.13 1.42
C -0.85 -3.73 3.61
C -5.26 -0.74 2.62
C -5.19 -1.69 3.90
N -4.95 -3.12 3.55
C -0.66 5.14 -7.44
N 1.80 -4.59 2.03
H 4.78 1.61 1.33
H -0.98 -4.80 3.30
C 2.07 2.12 0.58
F 2.18 -2.19 3.03
H 6.34 0.72 5.34
H 7.78 -3.64 0.68
H -6.12 -4.44 8.50
C -1.94 -2.54 -3.04
H 1.35 1.25 0.66
C 3.31 1.60 -0.28
H 1.48 5.11 -7.18
H -0.85 5.57 -6.47
H -6.27 -0.23 2.66
H 0.33 -0.71 -2.22
C 6.30 -2.47 -0.44
F -5.32 4.05 1.79
C -4.21 3.41 1.19
C -5.22 -3.86 8.41
H 5.77 4.55 4.01
H -3.54 0.35 3.57
H -2.29 4.06 -10.21
H -1.06 -3.06 -2.54
Cl -6.21 -3.41 0.95
H -2.73 5.06 -7.99
Br 5.23 -4.92 0.48
O -3.14 3.83 1.48
Cl 6.55 2.43 3.34
C -4.79 -3.37 7.24
H -5.19 -1.37 1.68
H -1.15 2.95 -3.34
C -2.84 1.80 -2.32
H -5.32 -3.33 2.58
C 0.88 -4.16 0.94
O 3.77 -3.76 2.81
N -1.26 1.55 -5.44
H 8.17 -1.88 0.69
C 7.31 -2.62 0.77
C -1.08 -2.69 2.38
C -3.23 0.24 1.36
C 5.61 0.64 -4.53
C -1.34 -1.01 0.05
C -3.44 1.11 0.20
C -0.71 -0.33 -2.43
H 6.32 0.09 0.59
C -4.15 0.43 2.63
O -3.65 -5.39 -5.49
H 2.42 2.35 1.63
H -4.68 1.42 2.65
H -1.53 -3.43 4.46
C -2.59 0.92 -1.06
H 5.88 -3.54 -0.70
H 0.92 3.04 -2.26
H 1.92 4.13 -9.40
H -2.67 -2.67 10.49
C -0.16 4.03 -9.94
C 0.44 2.82 -1.26
H -2.14 1.19 -5.08
H 4.59 -2.01 0.84
C 6.08 4.11 3.07
N -0.33 -2.06 -0.11
C -2.79 -2.34 8.40
C 0.65 4.88 -7.84
H -5.34 -3.53 6.32
H -3.94 -3.27 3.62
```

Results of the Mulliken charge analysis, in e, for atoms 1 through 6:
1. H 0.57
2. H 0.20
3. Cl -0.08
4. H 0.31
5. H 0.46
6. H 0.60

The following is a quantum chemistry calculation of a structure of composition C45H66BN9S3SiTi in a non-equilibrium geometry, from the OMol25 dataset.

Properties
HOMO energy (alpha / beta) in Eh: -0.33109 / -0.33082
Orbital gap (alpha / beta) in eV: 5.70 / 5.58
Expectation value of S²: 0.7612
ΔE to the lowest compared entry with this formula, charge and spin in kcal per mole: 18.5
F_max in Eh/bohr: 0.04249
Calculated total energy in eV: -125324.5779
Charge: +1
Multiplicity: 2

```
126
C45H66BN9S3SiTi (wB97M-V/def2-TZVPD)
C 0.55 1.70 2.90
C -0.11 4.43 1.23
C 4.78 -2.33 -2.99
N 1.04 1.59 4.17
C -1.29 3.64 -0.49
H 4.22 -3.54 -0.57
H 2.20 -0.64 4.96
H 0.78 6.21 -3.63
C -4.75 -1.11 -1.16
C 3.56 1.56 3.74
H 2.33 -1.45 -3.86
H 3.44 -4.39 -1.90
C 6.22 -0.55 -0.75
C -1.85 -4.21 -1.67
C -1.09 -0.47 -3.90
C -0.65 5.62 -2.13
S 1.44 1.42 1.43
C 0.49 -3.30 1.15
H -4.33 3.25 1.44
H -0.95 0.94 -5.51
C -0.70 -0.73 -2.61
H 1.48 6.07 -2.02
C 3.49 -2.24 -2.17
H 2.47 -3.51 -0.72
H 3.96 1.54 0.78
C 0.55 -4.37 2.02
H -1.17 -5.28 0.06
C -6.13 -1.32 0.94
N -0.99 3.44 0.82
C 1.91 -3.03 3.45
C -1.10 2.09 4.30
H 0.26 4.48 2.23
C 4.89 -0.29 -0.03
H 2.45 -3.21 -3.80
C 2.59 2.72 5.67
H -0.34 7.51 -1.05
C -0.69 0.73 -4.49
S -2.26 2.61 -1.43
H 0.09 1.71 6.10
Ti 0.77 -0.54 -0.01
H 1.86 2.76 6.47
C -4.72 -1.22 0.37
C -1.06 7.03 -1.70
H 0.37 2.56 -4.16
C 2.49 0.21 5.57
C 0.12 5.25 0.19
C 2.42 1.51 4.76
H 2.78 0.67 -3.26
H 6.45 -1.61 -0.83
H 4.08 -0.89 1.91
N 0.03 0.14 -1.89
N -4.10 0.05 0.87
H -5.32 -0.23 -1.48
H -1.16 7.66 -2.59
H -5.92 1.19 0.62
H 4.95 -1.44 -3.60
C 0.36 1.31 -2.43
H 0.04 -5.29 1.80
C -1.11 -4.37 -0.52
C 4.91 -1.13 1.25
H 5.68 1.37 1.12
N -0.73 2.07 2.98
C 2.34 -2.31 -3.19
C 1.79 -2.00 2.54
H -2.50 -5.01 -2.01
H 5.15 1.82 -0.49
H -1.65 -1.19 -4.47
H -2.03 7.01 -1.19
H 1.38 -5.07 3.87
H 3.29 1.77 -1.99
C -1.78 -3.02 -2.38
H 0.92 2.00 -1.80
H 2.52 3.65 5.10
C -3.97 -2.48 0.78
S -1.48 -0.65 1.48
H -2.37 -2.87 -3.27
N -2.84 1.71 1.52
C -4.11 2.21 1.31
H -3.87 -2.56 1.86
H -1.56 5.89 -4.01
C 0.76 5.63 -2.70
H 4.47 0.79 -2.84
H -2.66 5.15 -2.83
H 2.49 -2.88 4.35
H 5.66 -2.49 -2.38
H 4.71 -3.18 -3.68
H 3.58 2.68 6.13
H -6.12 -1.23 2.03
N -0.21 -2.19 -0.81
C -0.02 1.78 5.04
H -4.56 -3.33 0.42
C 1.30 -4.25 3.18
Si 3.30 -0.60 -1.12
H 0.75 6.11 0.12
H 2.21 -1.03 2.72
H 1.09 4.62 -2.93
H -2.98 -2.53 0.35
C -1.64 5.16 -3.20
H 1.84 0.24 6.44
H 5.83 -0.93 1.82
H 1.37 -2.38 -2.70
H 4.89 -2.20 1.05
H -2.10 2.36 4.60
H -6.54 -2.29 0.68
B -1.74 2.70 1.95
H 7.03 -0.09 -0.17
C -4.89 1.19 0.90
H -1.42 4.17 -3.58
H -5.22 -2.00 -1.59
C -2.84 0.40 1.25
H 6.26 -0.12 -1.75
N 1.11 -2.13 1.39
H 3.50 2.44 3.11
C 0.04 1.63 -3.74
N -0.62 4.78 -0.89
H -6.81 -0.57 0.54
C -0.93 -2.03 -1.93
H 3.61 0.69 3.10
H -2.33 3.53 2.59
H 3.51 0.06 5.92
H 4.48 1.61 4.32
C 3.40 -3.48 -1.29
H -3.74 -1.01 -1.54
C 4.90 1.19 0.37
C -0.30 -3.32 -0.10
C 3.46 0.78 -2.42
```

Results of the Mulliken charge analysis, in e, for atoms 1 through 6:
1. C -1.09
2. C -1.47
3. C -1.87
4. N 0.91
5. C -0.03
6. H 0.29

- What is the formula in the third record?
  C45H65BrCl6F3KN5O7